DFT (ωB97M-V/def2-TZVPD) results for 17 unconnected molecules or ions with the total composition C78H191N17O8 in a non-equilibrium geometry.

```
294
Properties=species:S:1:pos:R:3
C 26.75 -14.12 15.08
C 25.61 -13.19 15.49
N 24.73 -12.97 14.34
C 23.97 -14.16 13.98
C 23.47 -14.02 12.52
C 24.01 -11.80 14.43
C 23.02 -11.79 15.62
H 27.24 -13.76 14.17
H 26.47 -15.18 15.07
H 27.50 -14.14 15.88
H 25.12 -13.76 16.28
H 26.00 -12.30 15.98
H 24.47 -15.13 13.99
H 23.06 -14.34 14.55
H 23.10 -13.01 12.36
H 24.40 -14.22 11.99
H 22.80 -14.76 12.09
H 23.48 -11.45 13.55
H 24.68 -10.97 14.66
H 22.77 -10.76 15.87
H 23.41 -12.30 16.50
H 22.07 -12.22 15.30
C 15.83 -20.81 13.36
C 15.91 -19.38 12.74
N 15.06 -19.30 11.51
C 15.75 -20.05 10.47
C 14.72 -20.70 9.54
C 14.96 -17.92 11.09
C 13.97 -17.00 11.97
H 16.13 -21.55 12.62
H 14.84 -20.99 13.76
H 16.50 -20.81 14.22
H 15.67 -18.64 13.50
H 16.88 -19.10 12.34
H 16.45 -19.37 9.99
H 16.34 -20.91 10.78
H 15.19 -21.34 8.80
H 13.88 -21.18 10.04
H 14.42 -19.83 8.96
H 14.62 -17.80 10.06
H 15.94 -17.47 11.20
H 14.15 -16.90 13.04
H 12.91 -17.28 11.96
H 13.99 -15.97 11.60
C 17.60 -6.49 8.22
C 16.25 -6.74 8.89
N 15.21 -7.24 7.99
C 14.87 -6.19 7.06
C 13.95 -6.72 6.00
C 14.03 -7.60 8.80
C 14.29 -8.86 9.63
H 17.49 -5.81 7.38
H 18.07 -7.38 7.80
H 18.37 -6.06 8.87
H 16.30 -7.39 9.76
H 15.91 -5.78 9.29
H 14.40 -5.42 7.67
H 15.68 -5.80 6.45
H 13.14 -7.40 6.25
H 13.41 -5.83 5.65
H 14.51 -7.17 5.18
H 13.10 -7.84 8.29
H 13.78 -6.79 9.49
H 13.40 -9.11 10.20
H 15.02 -8.73 10.43
H 14.57 -9.65 8.93
C 19.02 -14.30 8.92
C 20.31 -15.16 8.90
N 19.95 -16.55 8.84
C 21.02 -17.42 8.44
C 21.16 -17.57 6.94
C 19.10 -17.12 9.83
C 19.63 -17.03 11.23
H 19.25 -13.24 8.82
H 18.48 -14.30 9.87
H 18.33 -14.51 8.09
H 20.70 -14.95 7.90
H 21.00 -14.95 9.71
H 20.84 -18.37 8.94
H 21.94 -17.03 8.87
H 20.42 -18.28 6.58
H 22.19 -17.83 6.69
H 20.91 -16.69 6.34
H 18.13 -16.62 9.73
H 18.90 -18.19 9.71
H 20.69 -17.28 11.35
H 19.52 -16.08 11.76
H 19.02 -17.64 11.90
C 8.85 -16.99 11.17
C 8.69 -16.89 9.66
N 9.97 -17.07 8.93
C 10.93 -15.95 9.09
C 12.26 -16.43 8.56
C 9.66 -17.33 7.51
C 8.92 -18.65 7.27
H 9.55 -16.35 11.70
H 9.23 -17.99 11.37
H 7.88 -16.95 11.66
H 7.99 -17.70 9.48
H 8.13 -15.99 9.39
H 10.44 -15.24 8.42
H 10.98 -15.49 10.07
H 12.35 -16.83 7.55
H 12.98 -15.60 8.61
H 12.64 -17.32 9.05
H 10.52 -17.32 6.84
H 8.96 -16.60 7.10
H 7.91 -18.70 7.66
H 9.49 -19.50 7.65
H 8.92 -18.82 6.19
C 16.48 -5.31 18.66
C 17.13 -5.32 17.17
N 16.91 -4.15 16.30
C 15.54 -3.84 16.05
C 14.52 -4.93 15.61
C 17.73 -3.03 16.72
C 18.00 -2.03 15.68
H 16.78 -6.07 19.39
H 15.40 -5.25 18.51
H 16.73 -4.36 19.13
H 18.19 -5.35 17.42
H 16.83 -6.25 16.69
H 15.20 -3.40 16.99
H 15.39 -3.08 15.28
H 13.44 -4.84 15.76
H 14.59 -5.08 14.53
H 14.81 -5.75 16.27
H 18.69 -3.50 16.91
H 17.52 -2.41 17.59
H 17.02 -1.59 15.46
H 18.60 -2.29 14.81
H 18.58 -1.21 16.11
C 18.04 -16.70 15.22
C 17.10 -17.61 16.03
N 17.44 -17.86 17.42
C 17.49 -16.70 18.28
C 16.10 -16.08 18.59
C 16.53 -18.91 17.97
C 17.10 -19.54 19.29
H 19.10 -16.91 15.35
H 17.91 -15.65 15.48
H 18.08 -16.71 14.13
H 16.14 -17.11 15.90
H 17.03 -18.56 15.49
H 17.94 -17.01 19.22
H 17.99 -15.88 17.77
H 15.61 -15.92 17.63
H 15.46 -16.71 19.20
H 16.12 -15.07 19.01
H 16.44 -19.78 17.32
H 15.52 -18.55 18.15
H 16.51 -20.35 19.73
H 17.27 -18.83 20.10
H 18.11 -19.91 19.16
C 15.43 -8.80 17.72
C 14.77 -9.87 18.53
N 13.67 -10.45 17.79
C 13.06 -11.65 18.52
C 14.01 -12.91 18.48
C 12.65 -9.44 17.36
C 11.98 -8.62 18.56
H 16.14 -9.05 16.93
H 15.83 -8.09 18.45
H 14.71 -8.12 17.27
H 15.53 -10.64 18.63
H 14.53 -9.39 19.48
H 12.09 -11.97 18.14
H 12.76 -11.40 19.53
H 15.07 -12.70 18.36
H 13.84 -13.46 17.56
H 13.94 -13.59 19.33
H 12.84 -8.79 16.51
H 11.84 -10.12 17.08
H 11.58 -9.32 19.29
H 12.76 -8.07 19.09
H 11.22 -7.90 18.24
C 15.59 -12.92 11.37
C 15.95 -13.47 12.68
N 16.49 -12.37 13.51
C 17.69 -11.75 13.06
C 18.88 -12.67 12.91
C 16.69 -12.84 14.84
C 16.63 -11.70 15.92
H 16.50 -12.89 10.76
H 15.02 -12.00 11.31
H 14.81 -13.62 11.05
H 15.07 -13.89 13.17
H 16.68 -14.28 12.60
H 17.53 -11.27 12.10
H 18.16 -10.99 13.69
H 18.65 -13.53 12.27
H 19.69 -12.04 12.54
H 19.23 -13.08 13.85
H 17.48 -13.55 15.07
H 15.90 -13.52 15.14
H 15.60 -11.35 15.92
H 17.06 -10.72 15.72
H 16.93 -12.11 16.89
C 21.07 -5.12 16.03
C 20.76 -6.59 16.46
O 20.13 -7.38 15.77
N 21.32 -7.03 17.64
C 21.40 -8.42 18.08
H 20.70 -4.39 16.75
H 20.63 -4.92 15.06
H 22.16 -5.07 16.05
H 21.33 -6.37 18.40
H 22.19 -8.56 18.81
H 21.58 -8.95 17.15
H 20.43 -8.73 18.47
C 19.62 -11.93 18.67
C 20.16 -13.24 19.35
O 20.49 -14.14 18.58
N 20.40 -13.11 20.61
C 20.95 -14.07 21.52
H 19.84 -11.98 17.60
H 20.01 -10.97 19.01
H 18.53 -11.84 18.71
H 20.30 -12.19 21.02
H 20.54 -14.05 22.53
H 22.00 -13.78 21.56
H 20.68 -15.02 21.06
C 11.81 -11.78 10.23
C 10.53 -10.99 9.84
O 9.79 -11.44 9.00
N 10.23 -9.87 10.59
C 9.05 -9.10 10.40
H 12.68 -11.83 9.57
H 11.62 -12.84 10.39
H 12.18 -11.45 11.19
H 10.77 -9.73 11.43
H 8.37 -9.41 9.61
H 9.26 -8.04 10.25
H 8.42 -9.06 11.29
C 12.97 -12.15 14.36
C 12.94 -10.74 13.87
O 11.89 -10.24 13.73
N 14.12 -10.22 13.65
C 14.34 -8.84 13.82
H 13.96 -12.40 14.74
H 12.69 -12.75 13.50
H 12.20 -12.20 15.13
H 14.87 -10.90 13.61
H 13.48 -8.32 13.40
H 15.32 -8.50 13.47
H 14.36 -8.73 14.90
C 22.09 -8.64 12.76
C 20.65 -8.90 12.44
O 20.37 -9.70 11.55
N 19.69 -8.16 13.00
C 18.17 -8.19 12.67
H 22.64 -8.25 11.90
H 22.75 -9.36 13.25
H 22.12 -7.79 13.44
H 19.94 -7.79 13.90
H 17.63 -8.54 13.55
H 17.88 -8.67 11.74
H 17.74 -7.19 12.59
C 16.33 -15.36 6.31
C 17.29 -15.66 5.07
O 16.88 -15.48 3.90
N 18.47 -16.07 5.39
C 19.41 -16.39 4.31
H 15.27 -15.51 6.11
H 16.63 -14.33 6.52
H 16.43 -15.93 7.23
H 18.84 -15.98 6.33
H 20.36 -15.87 4.39
H 19.09 -16.09 3.31
H 19.54 -17.47 4.19
C 21.51 -8.01 8.43
C 21.81 -9.44 8.14
O 22.05 -9.88 7.01
N 21.77 -10.18 9.24
C 22.23 -11.55 9.29
H 22.21 -7.23 8.14
H 21.25 -7.92 9.49
H 20.52 -7.76 8.03
H 21.47 -9.88 10.16
H 23.30 -11.64 9.15
H 21.86 -12.17 8.48
H 21.84 -12.06 10.18
C 18.09 -10.14 8.80
C 17.01 -10.74 7.95
O 16.79 -11.95 8.03
N 16.40 -9.92 7.16
C 15.51 -10.47 6.21
H 18.70 -10.82 9.39
H 17.66 -9.44 9.52
H 18.90 -9.63 8.28
H 16.30 -8.94 7.38
H 15.35 -11.55 6.19
H 15.81 -10.09 5.23
H 14.50 -10.13 6.41
```

Values from the calculation:
Net charge   0
HOMO   -7.9 eV
Lowest unoccupied orbital energy   -0.1 eV